The molecule C6H17N2, computed with ωB97M-V/def2-TZVPD.

```
! RIJCOSX wB97M-V def2-TZVPD def2/J DEFGRID3
* xyz 0 2
C 0.546 1.084 0.759
N -0.865 1.042 0.516
C -1.416 1.658 -0.685
C -2.559 0.902 -1.312
C 1.301 -0.262 0.566
N 0.231 -1.363 0.243
C 0.410 -2.457 1.224
C 2.250 -0.193 -0.617
H 1.149 1.821 0.204
H 0.792 1.598 1.695
H -1.412 1.308 1.321
H -1.798 2.659 -0.468
H -0.615 1.917 -1.379
H -3.331 1.495 -1.817
H -3.261 0.513 -0.561
H -2.236 0.094 -1.968
H 1.845 -0.626 1.416
H -0.690 -0.919 0.182
H 0.543 -1.628 -0.744
H 0.834 -3.343 0.740
H -0.469 -2.591 1.836
H 1.340 -2.331 1.766
H 2.991 0.597 -0.437
H 1.693 0.122 -1.492
H 2.728 -1.098 -0.987
*
```

Output
strongest force on any atom	0.05867	Eh/bohr
LUMO energy (alpha / beta)	0.8645 / 0.6070	eV
E	-9472.8846	eV
energy relative to the best compared isomer or geometry (same formula, charge and spin)	73.4	kcal/mol